(1)
37
Properties=species:S:1:pos:R:3:forces:R:3 method="wB97M-V/def2-TZVPD" e_homo_ev="-2.0 / -4.0" multiplicity=5 orbital_gap_ev="3.91 / 5.93" total_charge=-1
Mn 1.031342 0.158619 0.770767 -1.1 0.6 -1.4
O 0.192350 0.242023 -0.991436 1.3 -0.1 0.6
N -1.138548 0.337343 -0.970979 -0.9 -0.3 -1.5
N -1.594634 0.493934 0.248985 -0.8 0.1 0.4
O -0.742413 0.447116 1.289291 0.0 0.2 1.1
C -2.900431 0.843282 0.471802 0.4 0.1 0.1
C -3.260078 1.459229 1.682139 0.3 -0.1 0.2
C -4.537677 1.937202 1.858500 -0.1 0.0 -0.1
C -5.494217 1.781190 0.860126 -0.2 0.1 0.0
C -5.152619 1.116099 -0.313568 -0.1 0.2 0.1
C -3.875121 0.654827 -0.522787 0.2 -0.1 -0.2
H -2.497675 1.579686 2.436895 0.0 0.0 0.0
H -4.791271 2.455000 2.775060 0.0 0.0 0.0
H -6.489713 2.178867 0.993970 -0.1 0.0 0.0
H -5.901305 0.968430 -1.079223 -0.1 0.0 -0.1
H -3.597069 0.156287 -1.437193 0.0 0.0 -0.1
C 2.994990 0.211202 1.073021 1.7 -0.3 -1.2
H 3.679873 1.072169 0.978433 -0.4 -0.3 0.0
H 3.595914 -0.714192 1.101186 -0.3 0.3 -0.1
C 2.424430 -2.790433 -4.095584 -0.3 0.2 0.2
Sb 1.111638 -1.446412 -2.934337 0.4 -0.2 0.1
C 1.413301 -2.612343 -1.126180 -0.2 0.5 0.2
C 2.777082 -0.140627 -2.498205 -0.4 -0.1 0.1
H 3.286185 -3.079993 -3.507704 0.2 -0.1 0.2
H 2.768139 -2.276866 -4.987243 0.1 0.1 -0.2
H 1.895023 -3.682936 -4.405871 -0.2 -0.2 -0.1
H 2.452230 -2.915017 -1.050733 0.2 0.0 0.0
H 0.788884 -3.498452 -1.120217 -0.2 -0.1 0.0
H 1.152300 -1.968042 -0.261029 0.1 -0.6 -0.5
H 3.695186 -0.716108 -2.455749 0.2 -0.1 0.0
H 2.566940 0.297442 -1.524194 0.1 0.1 -0.1
H 2.870137 0.643495 -3.241879 0.0 0.1 -0.1
N 2.206551 0.287437 2.275911 0.8 1.2 3.6
C 2.351509 0.816008 3.370329 -1.3 -1.0 0.2
N 2.288283 1.004212 4.593342 0.6 -1.8 -2.4
C 2.231118 1.964072 5.440380 -0.1 2.0 1.6
N 2.199367 2.736251 6.303972 0.0 -0.3 -0.4

(2)
30
Properties=species:S:1:pos:R:3:forces:R:3 method="wB97M-V/def2-TZVPD" e_homo_ev=-8.4 multiplicity=1 orbital_gap_ev=9.32
C 1.357530 2.357813 0.479907 -1.7 2.0 3.7
C -0.209945 2.205733 0.401070 1.1 0.8 0.6
C -0.650860 1.892962 -0.962772 -0.5 0.4 -2.7
C -0.794647 2.713136 -2.064290 0.0 -0.9 0.6
N -1.309720 1.964843 -3.102621 0.6 0.0 1.1
C -1.415123 0.651119 -2.634830 0.9 1.8 0.6
N -0.960632 0.625029 -1.398081 -1.4 -0.9 0.5
H 1.666872 3.377316 0.229360 -0.2 -0.2 -0.8
H 2.071314 1.679347 0.173417 0.8 -1.9 -1.4
H 1.558652 2.424850 1.580561 -0.1 -0.3 -0.5
H -0.733087 1.501070 1.059180 1.0 -0.4 0.1
H -0.539458 3.185080 0.843477 -0.2 -0.6 -1.1
H -0.444730 3.697148 -2.255588 -0.1 0.7 0.1
H -1.247410 2.441089 -3.982627 -0.6 -0.9 -0.7
H -1.905526 -0.170278 -3.140501 0.3 0.2 -0.2
C -1.917195 -1.727970 1.216791 -0.7 -1.5 0.9
C -0.461094 -1.908018 1.049663 1.0 0.9 0.1
C 0.018981 -2.695191 -0.012548 0.6 0.3 1.2
C 1.379410 -2.961561 -0.111356 0.3 0.9 -0.1
C 2.254648 -2.393801 0.795039 -0.5 0.9 0.4
C 1.785296 -1.512389 1.771662 0.9 0.6 0.4
C 0.428346 -1.268807 1.949323 -0.2 -1.7 -1.2
H -2.271585 -2.749718 1.276056 -0.7 -0.4 -0.6
H -2.465952 -1.164621 0.495060 0.0 0.3 -0.8
H -2.257336 -1.407443 2.183631 0.4 0.8 0.7
H -0.668451 -3.155336 -0.680149 -0.5 -0.1 -0.6
H 1.886859 -3.368716 -0.973437 -0.6 -0.8 -0.2
H 3.305578 -2.552455 0.672026 0.5 0.0 0.0
H 2.526810 -0.905547 2.327762 -0.5 -0.7 0.0
H 0.012455 -0.774695 2.814824 0.2 0.5 -0.1

The evaluated energy above the lowest of the compared OMol25 structures with the same formula, charge and spin for the records listed, in turn: 151.06 158.04 kJ/mol.